This record from the Open Molecules 2025 dataset describes a single C19H18ClN5O molecule. The level of theory is ωB97M-V/def2-TZVPD.

Output
* max |F|: 0.0391 hartree/bohr
* HOMO-LUMO gap: 0.2775 Ha
* charge: 0
* E_LUMO: -0.31 eV
* SMILES: C[C@H](O)CN(C)c1nnc2c3ccc(Cl)cc3c(-c3ccccc3)nn12

Geometry as XYZ:
```
44
Properties=species:S:1:pos:R:3:mulliken_charge:R:1
Cl 3.4435 -4.8184 3.9980 -0.22
N 0.3631 -0.1772 0.7679 -0.99
N -1.8705 -0.2531 3.4894 -0.77
N -2.4567 0.6685 2.6695 -0.48
O -3.3708 0.7799 -1.6656 -0.63
C 1.3848 -0.9455 1.0616 0.37
C -0.7696 -0.6919 2.8721 0.37
C -1.7352 0.8151 1.5605 0.67
C 4.4772 -0.9640 -1.9090 -0.31
C 3.1664 -1.2565 -2.2628 -0.66
C 4.7944 -0.6369 -0.5906 -0.75
C 1.1149 -3.3878 4.6122 -0.41
C 2.1493 -1.2315 -1.2966 -0.36
C 3.8066 -0.7081 0.3908 -0.08
C 0.1549 -2.4303 4.3153 -0.65
C 2.3083 -2.8311 2.5785 -0.63
C 2.1970 -3.6010 3.7338 -0.04
C 2.4873 -1.0052 0.0667 -0.01
C 0.2728 -1.6364 3.1990 0.23
C 1.3510 -1.7943 2.3024 0.63
N -0.6346 -0.0171 1.6685 0.73
N -2.0701 1.7041 0.5434 -0.03
C -1.0514 2.2018 -0.3847 -0.99
C -4.7224 -0.0912 0.0253 -1.19
C -3.4904 2.1082 0.3065 -1.00
C -4.2340 1.1913 -0.6503 0.24
H -2.5994 0.4884 -1.1768 0.33
H 5.2257 -1.0712 -2.6919 0.37
H 2.9992 -1.5508 -3.2812 0.39
H 5.7711 -0.3102 -0.2644 0.37
H 1.0322 -3.9852 5.5107 0.43
H 1.1337 -1.4847 -1.6222 0.38
H 4.0900 -0.5175 1.4158 0.48
H -0.7292 -2.2892 4.9685 0.45
H 3.1548 -3.0127 1.9162 0.51
H -0.9549 1.5598 -1.2525 0.36
H -0.0706 2.2802 0.1175 0.36
H -1.3234 3.2002 -0.6634 0.31
H -3.9161 -0.7119 0.4386 0.19
H -5.3996 0.1967 0.8542 0.34
H -5.2750 -0.6752 -0.6865 0.38
H -3.5012 3.0873 -0.1422 0.39
H -4.0311 2.1897 1.2309 0.46
H -5.1018 1.7199 -1.0774 0.46
```